No. 1
{
  "formula": "C39H65Sn",
  "method": "ωB97M-V with the def2-TZVPD basis set",
  "total_charge": -1,
  "homo_lumo_gap_ev": 3.620,
  "total_energy_ha": -1739.205927,
  "species": ["C", "C", "C", "C", "Sn", "C", "C", "C", "C", "C", "C", "C", "C", "C", "C", "C", "C", "C", "H", "H", "H", "H", "H", "H", "H", "H", "H", "H", "H", "H", "H", "H", "H", "H", "H", "H", "H", "H", "H", "H", "H", "H", "H", "H", "H", "H", "H", "H", "H", "H", "H", "H", "H", "H", "C", "C", "C", "C", "C", "C", "C", "C", "C", "C", "C", "C", "C", "C", "C", "C", "C", "C", "C", "C", "C", "C", "H", "H", "H", "H", "H", "H", "H", "H", "H", "H", "H", "H", "H", "H", "H", "H", "H", "H", "H", "H", "H", "H", "H", "H", "H", "H", "H", "H", "H"],
  "coordinates": [[3.713, 1.709, -3.299], [2.700, 2.135, -2.242], [2.723, 1.181, -1.043], [1.873, 1.671, 0.135], [-0.074, 0.702, 0.254], [-1.107, 0.712, -1.661], [-1.484, 2.086, -2.208], [-2.159, 1.951, -3.592], [-2.605, 3.274, -4.197], [0.071, -1.341, 1.001], [1.000, -1.520, 2.203], [2.438, -1.885, 1.794], [3.327, -2.197, 2.997], [-1.227, 1.881, 1.771], [-0.408, 1.880, 3.001], [-0.841, 1.598, 4.311], [0.065, 0.898, 5.315], [-2.235, 0.983, 4.450], [3.793, 2.473, -4.074], [4.703, 1.569, -2.852], [3.414, 0.767, -3.770], [2.920, 3.155, -1.899], [1.689, 2.164, -2.676], [2.405, 0.181, -1.385], [3.762, 1.056, -0.695], [2.375, 1.476, 1.091], [1.643, 2.743, 0.069], [-0.487, 0.152, -2.373], [-2.009, 0.117, -1.471], [-2.184, 2.594, -1.526], [-0.603, 2.743, -2.301], [-1.455, 1.449, -4.270], [-3.022, 1.281, -3.485], [-3.049, 3.079, -5.175], [-3.355, 3.762, -3.571], [-1.763, 3.956, -4.333], [-0.965, -1.573, 1.272], [0.365, -1.961, 0.143], [1.022, -0.616, 2.835], [0.599, -2.323, 2.846], [2.401, -2.761, 1.129], [2.878, -1.066, 1.203], [4.283, -2.596, 2.646], [3.525, -1.296, 3.589], [2.858, -2.945, 3.646], [-1.354, 2.868, 1.276], [-2.165, 1.299, 1.804], [0.640, 2.151, 2.854], [-0.113, -0.208, 5.279], [1.136, 1.067, 5.145], [-0.190, 1.202, 6.357], [-2.447, 0.720, 5.494], [-3.033, 1.637, 4.076], [-2.273, 0.028, 3.882], [4.075, 7.398, 10.015], [3.462, 6.429, 9.054], [3.670, 6.590, 7.688], [3.202, 5.672, 6.749], [3.620, 5.929, 5.325], [2.414, 4.581, 7.193], [1.993, 3.454, 6.216], [3.209, 2.598, 5.856], [1.151, 3.903, 4.988], [-0.335, 3.725, 5.110], [-1.176, 4.867, 4.784], [-1.954, 5.470, 5.830], [-1.809, 5.006, 7.253], [-2.755, 6.578, 5.574], [-2.795, 7.154, 4.300], [-3.738, 8.303, 4.062], [-1.906, 6.702, 3.325], [-1.071, 5.598, 3.547], [-0.025, 5.345, 2.499], [2.188, 4.415, 8.584], [1.429, 3.234, 9.145], [2.699, 5.347, 9.487], [3.807, 7.147, 11.043], [5.168, 7.384, 9.939], [3.756, 8.424, 9.802], [4.255, 7.438, 7.341], [3.707, 5.031, 4.708], [2.938, 6.630, 4.820], [4.601, 6.428, 5.318], [1.348, 2.782, 6.801], [3.550, 2.125, 6.785], [2.957, 1.803, 5.149], [4.036, 3.194, 5.457], [1.364, 4.961, 4.788], [1.464, 3.347, 4.082], [-0.661, 3.216, 6.062], [-2.279, 5.740, 7.917], [-2.326, 4.056, 7.432], [-0.764, 4.923, 7.584], [-3.324, 7.034, 6.405], [-3.773, 8.560, 3.000], [-4.762, 8.083, 4.406], [-3.384, 9.189, 4.614], [-1.842, 7.262, 2.376], [-0.234, 6.002, 1.641], [1.004, 5.631, 2.814], [0.012, 4.306, 2.120], [1.405, 3.287, 10.241], [0.380, 3.211, 8.816], [1.887, 2.272, 8.878], [2.520, 5.211, 10.551]]
}

=====

No. 2
{
  "formula": "C39H68N4O19",
  "method": "ωB97M-V with the def2-TZVPD basis set",
  "total_charge": 0,
  "homo_lumo_gap_ev": 4.099,
  "total_energy_ha": -3173.921660,
  "species": ["C", "C", "O", "N", "H", "H", "C", "H", "H", "H", "H", "H", "H", "C", "C", "O", "N", "H", "H", "C", "H", "H", "H", "H", "H", "H", "N", "O", "O", "O", "N", "O", "O", "O", "C", "C", "C", "O", "H", "H", "H", "H", "H", "H", "H", "H", "C", "C", "C", "O", "H", "H", "H", "H", "H", "H", "H", "H", "C", "C", "C", "O", "H", "H", "H", "H", "H", "H", "H", "H", "C", "C", "C", "O", "H", "H", "H", "H", "H", "H", "H", "H", "C", "C", "C", "O", "H", "H", "H", "H", "H", "H", "H", "H", "C", "C", "C", "O", "C", "C", "C", "O", "H", "H", "H", "H", "C", "C", "C", "O", "C", "C", "C", "O", "H", "H", "H", "H", "C", "C", "C", "O", "C", "C", "C", "O", "H", "H", "H", "H"],
  "coordinates": [[22.808, -31.169, -19.488], [22.313, -30.136, -20.538], [21.237, -30.359, -21.165], [23.131, -29.020, -20.853], [22.455, -28.330, -20.440], [24.103, -29.091, -20.301], [23.234, -28.624, -22.290], [23.793, -31.483, -19.554], [22.470, -32.171, -19.823], [22.310, -30.980, -18.567], [23.871, -27.668, -22.360], [22.314, -28.246, -22.771], [23.637, -29.289, -23.066], [26.854, -25.918, -20.300], [26.427, -24.898, -19.241], [26.706, -23.705, -19.517], [25.523, -25.315, -18.071], [24.642, -25.156, -18.510], [25.706, -26.234, -17.704], [25.200, -24.205, -17.025], [27.392, -25.747, -21.263], [25.981, -26.515, -20.582], [27.399, -26.656, -19.794], [24.790, -23.475, -17.635], [26.011, -23.714, -16.551], [24.433, -24.370, -16.348], [22.689, -25.723, -19.576], [23.661, -25.898, -20.274], [22.853, -25.072, -18.502], [21.700, -26.570, -19.633], [25.546, -28.845, -18.412], [25.776, -28.973, -19.616], [26.370, -28.282, -17.665], [24.327, -28.739, -18.156], [23.283, -34.194, -25.049], [22.646, -32.929, -25.696], [21.165, -33.077, -25.970], [22.894, -31.861, -24.714], [24.349, -34.202, -24.919], [22.907, -35.176, -25.453], [22.897, -34.306, -24.050], [23.067, -32.519, -26.671], [20.595, -33.572, -25.030], [21.067, -33.511, -26.883], [20.773, -32.054, -26.007], [22.995, -31.072, -25.275], [17.946, -26.612, -20.598], [18.857, -27.350, -21.588], [18.050, -27.480, -22.889], [20.046, -26.569, -21.850], [17.546, -25.745, -21.036], [18.251, -26.018, -19.699], [17.042, -27.083, -20.189], [19.038, -28.430, -21.017], [17.891, -26.569, -23.261], [16.998, -28.110, -22.546], [18.609, -28.073, -23.543], [20.431, -26.508, -20.931], [18.838, -30.568, -23.779], [18.340, -31.977, -23.705], [18.838, -32.683, -22.467], [16.864, -31.827, -23.631], [18.930, -30.025, -22.778], [18.129, -30.170, -24.516], [19.728, -30.564, -24.392], [18.723, -32.411, -24.619], [18.278, -33.668, -22.610], [18.410, -32.297, -21.612], [19.843, -33.062, -22.654], [16.768, -31.370, -22.745], [18.396, -32.715, -17.764], [19.259, -31.395, -17.712], [18.766, -30.358, -18.715], [18.973, -30.883, -16.372], [18.464, -33.276, -18.721], [17.444, -32.716, -17.430], [19.046, -33.554, -17.141], [20.155, -31.821, -18.033], [19.469, -29.589, -18.995], [17.906, -29.874, -18.756], [18.858, -30.951, -19.567], [19.641, -30.133, -16.417], [25.921, -32.339, -22.278], [24.799, -33.322, -22.023], [24.941, -34.012, -20.628], [23.665, -32.557, -21.979], [26.026, -31.785, -23.156], [26.758, -32.912, -21.915], [26.155, -31.495, -21.363], [24.639, -34.086, -22.991], [24.120, -34.391, -20.207], [25.103, -33.357, -20.020], [25.898, -34.357, -20.427], [23.254, -32.217, -22.837], [26.715, -29.350, -24.954], [27.484, -30.673, -25.509], [28.499, -31.250, -24.512], [29.154, -32.195, -24.911], [28.686, -30.598, -23.215], [28.072, -29.376, -22.818], [27.105, -28.666, -23.697], [26.385, -27.639, -23.408], [25.876, -29.045, -25.678], [27.217, -31.081, -26.283], [29.333, -31.046, -22.428], [28.260, -28.730, -21.953], [22.102, -36.684, -21.687], [21.882, -35.390, -20.968], [21.039, -35.500, -19.678], [20.878, -34.505, -19.041], [20.719, -36.810, -19.224], [20.999, -38.070, -19.833], [21.734, -38.049, -21.249], [22.062, -39.029, -21.799], [22.641, -36.655, -22.624], [22.194, -34.364, -21.267], [20.112, -36.881, -18.525], [20.557, -38.737, -19.375], [25.433, -25.401, -23.579], [25.066, -26.679, -24.436], [23.798, -27.359, -23.908], [23.363, -28.381, -24.400], [23.168, -26.709, -22.764], [23.459, -25.425, -22.205], [24.675, -24.836, -22.521], [25.046, -23.924, -21.790], [26.500, -24.913, -23.844], [25.699, -26.974, -25.206], [22.190, -27.030, -22.381], [23.074, -25.158, -21.050]]
}

=====

Energy relative to the best compared isomer or geometry (same formula, charge and spin)? In order: 74.6, 1447.3 kJ/mol.